# 1
The ion C5H12NO with charge +1 in a non-equilibrium geometry. Source: OMol25; level of theory: ωB97M-V/def2-TZVPD.

```
19
C5H12NO | OMol25 | ωB97M-V/def2-TZVPD
C -1.908 -0.718 -1.107
O -2.793 -0.514 0.006
C -0.629 0.125 -0.991
C 0.604 -0.592 -0.367
C 1.234 0.199 0.678
C 1.162 0.181 1.982
N 2.322 1.225 -0.044
H -1.744 -1.784 -1.050
H -2.592 -0.450 -1.951
H -2.388 -0.774 0.880
H -0.943 0.915 -0.315
H -0.342 0.671 -1.936
H 0.344 -1.726 -0.038
H 1.253 -1.153 -1.154
H 0.640 -0.431 2.676
H 1.680 0.865 2.723
H 1.668 1.984 -0.501
H 2.720 0.752 -0.848
H 3.014 1.493 0.606
```

* F_max: 5.05 eV/Å
* energy relative to the best compared isomer or geometry (same formula, charge and spin): 2.892 eV
* HOMO level: -0.4969 hartree
* total charge: +1
* energy: -327.353306 a.u.
* frontier orbital gap: 9.8 eV
* structure (SMILES): C=C([NH3+])CCCO

Here is what Mulliken gives for the atomic charges, in e:
1 C -0.5497
2 O -0.5376
3 C -0.5404
4 C -0.6323
5 C 0.5449
6 C -0.9776
7 N -0.3785
8 H 0.2996
9 H 0.2912
10 H 0.2938
11 H 0.4326
12 H 0.3563
13 H 0.3805
14 H 0.3725
15 H 0.3092
16 H 0.2274
17 H 0.4034
18 H 0.3824
19 H 0.3222


# 2
A cluster of 2 separate species, C5H12NO in total in a non-equilibrium geometry. Source: OMol25; level of theory: ωB97M-V/def2-TZVPD.

```
19
C5H12NO | OMol25 | ωB97M-V/def2-TZVPD
C -1.312 -0.541 -1.283
C -1.607 -0.373 0.261
C -0.825 -1.282 1.254
C 0.459 -1.411 1.064
N 1.037 -0.189 0.541
C 1.824 0.575 1.258
H -0.316 -0.144 -1.591
H -1.480 -1.567 -1.512
H -2.184 -0.119 -1.683
H -1.460 0.649 0.652
H -2.652 -0.551 0.492
H -1.264 -1.811 2.077
H 1.176 -2.186 1.380
H 0.847 0.087 -0.492
H 1.900 0.248 2.306
H 2.264 1.469 0.976
H 1.021 2.651 -2.579
H 1.300 2.487 -1.171
O 1.270 2.007 -1.949
```

* F_max: 4.66 eV/Å
* energy relative to the best compared isomer or geometry (same formula, charge and spin): 2.778 eV
* HOMO level: -0.5249 hartree
* total charge: +1
* energy: -327.357487 a.u.
* frontier orbital gap: 9.2 eV

Here is what Mulliken gives for the atomic charges, in e:
1 C -1.0140
2 C -0.6498
3 C -0.2899
4 C -0.4463
5 N 0.1271
6 C -0.1381
7 H 0.3524
8 H 0.3125
9 H 0.3701
10 H 0.3429
11 H 0.4147
12 H 0.4358
13 H 0.4619
14 H 0.1443
15 H 0.3104
16 H 0.2653
17 H 0.3096
18 H 0.2731
19 O -0.5820


# 3
A cluster of 2 separate species, C5H12NO2 in total in a non-equilibrium geometry. Source: OMol25; level of theory: ωB97M-V/def2-TZVPD.

```
20
C5H12NO2 | OMol25 | ωB97M-V/def2-TZVPD
N 0.272 -1.246 1.225
C -0.092 -0.213 2.222
C -0.858 0.899 1.524
C -0.529 0.737 0.030
C 0.112 -0.665 -0.143
C 1.410 -0.642 -0.964
O 1.204 -0.730 -2.334
H -0.410 -1.990 1.282
H -0.600 -0.619 3.107
H 0.872 0.128 2.617
H -1.943 0.808 1.652
H -0.529 1.875 1.890
H -1.416 0.748 -0.593
H 0.120 1.511 -0.366
H -0.567 -1.312 -0.707
H 1.971 0.255 -0.657
H 2.026 -1.507 -0.679
H 0.415 0.271 -2.761
H -1.164 0.652 -3.136
O -0.292 1.041 -3.211
```

* F_max: 1.14 eV/Å
* energy relative to the best compared isomer or geometry (same formula, charge and spin): 2.357 eV
* HOMO level: -0.1260 hartree
* total charge: -1
* energy: -402.942839 a.u.
* frontier orbital gap: 7.2 eV

Here is what Mulliken gives for the atomic charges, in e:
1 N -0.5738
2 C -0.6284
3 C -0.3849
4 C -0.7516
5 C 0.4658
6 C -0.8684
7 O -0.8122
8 H 0.3054
9 H 0.3444
10 H 0.2615
11 H 0.2612
12 H 0.2708
13 H 0.2106
14 H 0.3690
15 H 0.2199
16 H 0.2402
17 H 0.2933
18 H 0.3730
19 H 0.2221
20 O -0.8180


# 4
A cluster of 2 separate species, C5H12NO2 in total in a non-equilibrium geometry. Source: OMol25; level of theory: ωB97M-V/def2-TZVPD.

```
20
C5H12NO2 | OMol25 | ωB97M-V/def2-TZVPD
C 0.691 1.954 0.098
O -0.287 2.469 -0.831
C 1.629 0.959 -0.554
C 2.058 -0.113 0.519
C 0.890 -0.871 1.047
C 0.128 -1.734 0.301
N -1.087 -2.205 0.575
H 1.339 2.803 0.337
H 0.128 1.644 0.972
H 1.121 0.381 -1.320
H 2.471 1.503 -1.002
H 2.588 0.453 1.317
H 2.784 -0.778 -0.012
H 0.709 -0.622 2.096
H 0.507 -1.876 -0.729
H -1.378 -2.033 1.533
H -2.927 -0.549 0.023
H -2.821 -1.632 -0.926
H -0.884 1.730 -1.064
O -3.232 -0.752 -0.863
```

* F_max: 1.65 eV/Å
* energy relative to the best compared isomer or geometry (same formula, charge and spin): 3.047 eV
* HOMO level: -0.0717 hartree
* total charge: -1
* energy: -402.917476 a.u.
* frontier orbital gap: 5.9 eV

Here is what Mulliken gives for the atomic charges, in e:
1 C -0.5330
2 O -0.5637
3 C -0.4897
4 C -0.8052
5 C -0.4272
6 C -0.0175
7 N -1.0315
8 H 0.3115
9 H 0.3392
10 H 0.2890
11 H 0.3410
12 H 0.3107
13 H 0.2736
14 H 0.2758
15 H 0.3335
16 H 0.1244
17 H 0.3212
18 H 0.3695
19 H 0.3165
20 O -0.7381


# 5
The ion C5H12NO2 with charge -1 in a non-equilibrium geometry. Source: OMol25; level of theory: ωB97M-V/def2-TZVPD.

```
20
C5H12NO2 | OMol25 | ωB97M-V/def2-TZVPD
C -1.258 0.036 2.242
N -0.093 -0.341 1.430
C -0.456 -0.325 0.018
C 0.531 -1.078 -0.826
C 0.314 -0.941 -2.358
O 1.903 -0.745 -0.536
C -0.542 1.327 -0.494
O -0.342 2.145 0.536
H -2.171 -0.502 1.957
H -0.995 -0.184 3.280
H -1.529 1.072 2.041
H 0.609 0.367 1.532
H -1.439 -0.779 -0.125
H 0.646 -2.167 -0.739
H 0.186 0.104 -2.637
H 1.263 -1.274 -2.776
H -0.454 -1.630 -2.716
H 2.088 0.200 -0.539
H -1.568 1.370 -0.903
H 0.333 1.439 -1.171
```

* F_max: 2.46 eV/Å
* energy relative to the best compared isomer or geometry (same formula, charge and spin): 3.633 eV
* HOMO level: -0.0903 hartree
* total charge: -1
* energy: -402.895943 a.u.
* frontier orbital gap: 6.5 eV
* structure (SMILES): CN[C@@H](C[O-])[C@@H](C)O

Here is what Mulliken gives for the atomic charges, in e:
1 C -0.8604
2 N -0.4792
3 C -0.0917
4 C -0.2465
5 C -1.2546
6 O -0.5920
7 C -0.3987
8 O -0.8956
9 H 0.2810
10 H 0.3090
11 H 0.2932
12 H 0.3157
13 H 0.4893
14 H 0.3736
15 H 0.3136
16 H 0.3437
17 H 0.3327
18 H 0.3500
19 H 0.1702
20 H 0.2466


# 6
A cluster of 2 separate species, C5H12NO2 in total in a non-equilibrium geometry. Source: OMol25; level of theory: ωB97M-V/def2-TZVPD.

```
20
C5H12NO2 | OMol25 | ωB97M-V/def2-TZVPD
O 1.577 1.075 0.721
C 0.960 1.025 1.764
C -0.478 0.712 1.740
C -0.901 0.605 0.045
C -0.683 -0.818 -0.282
C -1.335 -1.899 0.368
N -0.058 -0.959 -1.633
H 1.525 1.428 2.779
H -1.183 1.378 2.204
H -0.713 -0.242 2.160
H -1.951 0.864 0.033
H -0.139 1.295 -0.506
H -1.450 -2.880 0.020
H -1.910 -1.572 1.202
H 0.764 -0.251 -1.728
H -0.706 -0.837 -2.456
H 0.263 -1.924 -1.776
H 2.894 0.775 -1.685
H 1.559 1.367 -1.108
O 1.966 0.860 -1.863
```

* F_max: 3.47 eV/Å
* energy relative to the best compared isomer or geometry (same formula, charge and spin): 3.834 eV
* HOMO level (alpha / beta): -0.1375 / -0.2753 hartree
* multiplicity: 2
* total charge: 0
* energy: -402.755596 a.u.
* frontier orbital gap (alpha / beta): 4.4 / 8.0 eV

Here is what Mulliken gives for the atomic charges, in e:
1 O -0.5057
2 C 0.0904
3 C -0.7280
4 C -0.8684
5 C 0.4024
6 C -1.4367
7 N -0.2516
8 H 0.2654
9 H 0.4057
10 H 0.2552
11 H 0.4848
12 H 0.0122
13 H 0.3627
14 H 0.2765
15 H 0.4335
16 H 0.3573
17 H 0.3695
18 H 0.3172
19 H 0.4602
20 O -0.7024


# 7
A cluster of 2 separate species, C5H12NO2 in total in a non-equilibrium geometry. Source: OMol25; level of theory: ωB97M-V/def2-TZVPD.

```
20
C5H12NO2 | OMol25 | ωB97M-V/def2-TZVPD
O -1.545 0.696 1.151
C -1.646 -0.484 0.922
C -0.453 -1.420 0.824
C 0.445 -1.040 -0.488
C 1.263 0.075 -0.146
C 2.597 -0.105 0.084
N 0.610 1.422 0.055
H -2.627 -0.888 0.944
H -0.704 -2.507 0.831
H 0.295 -1.331 1.591
H 0.964 -2.036 -0.612
H -0.092 -0.855 -1.372
H 3.243 0.639 0.488
H 2.937 -1.182 0.027
H 0.526 1.874 1.002
H -0.412 1.395 -0.219
H 1.030 2.226 -0.567
H -2.528 1.789 -1.172
H -1.955 0.760 -2.143
O -1.948 0.972 -1.199
```

* F_max: 4.84 eV/Å
* energy relative to the best compared isomer or geometry (same formula, charge and spin): 2.369 eV
* HOMO level: -0.5055 hartree
* total charge: +1
* energy: -402.634784 a.u.
* frontier orbital gap: 10.5 eV

Here is what Mulliken gives for the atomic charges, in e:
1 O -0.5666
2 C 0.0008
3 C -0.5889
4 C -0.9219
5 C 0.4276
6 C -0.8391
7 N -0.1954
8 H 0.4458
9 H 0.4195
10 H 0.3724
11 H 0.3453
12 H 0.3314
13 H 0.3522
14 H 0.2561
15 H 0.4548
16 H 0.2233
17 H 0.4724
18 H 0.2837
19 H 0.2761
20 O -0.5498


# 8
A cluster of 2 separate species, C5H12NO2 in total in a non-equilibrium geometry. Source: OMol25; level of theory: ωB97M-V/def2-TZVPD.

```
20
C5H12NO2 | OMol25 | ωB97M-V/def2-TZVPD
O 1.607 -0.958 -1.101
C 2.262 0.044 -0.980
C 2.126 0.929 0.269
C 1.063 0.409 1.210
C -0.312 0.297 0.651
C -1.391 0.261 1.436
N -2.636 -0.296 0.846
H 3.036 0.057 -1.786
H 3.131 0.900 0.720
H 1.950 1.970 -0.067
H 1.368 -0.462 1.789
H 1.027 1.135 2.061
H -0.405 0.202 -0.433
H -1.386 0.690 2.418
H -2.617 -0.197 -0.194
H -3.450 0.156 1.266
H -2.575 -1.302 1.070
H -2.021 0.092 -2.534
H -1.302 -1.251 -2.424
O -1.553 -0.478 -1.914
```

* F_max: 2.43 eV/Å
* energy relative to the best compared isomer or geometry (same formula, charge and spin): 0.159 eV
* HOMO level (alpha / beta): -0.6694 / -0.6665 hartree
* multiplicity: 2
* total charge: +2
* energy: -402.186918 a.u.
* frontier orbital gap (alpha / beta): 9.3 / 5.4 eV

Here is what Mulliken gives for the atomic charges, in e:
1 O -0.0367
2 C 0.2172
3 C -0.5230
4 C -0.7418
5 C -0.0792
6 C -0.5713
7 N -0.1810
8 H 0.4120
9 H 0.4032
10 H 0.3539
11 H 0.3622
12 H 0.4391
13 H 0.4729
14 H 0.4086
15 H 0.3031
16 H 0.4044
17 H 0.3928
18 H 0.3202
19 H 0.2947
20 O -0.6512


# 9
The molecule C5H12NO2PS3 in a non-equilibrium geometry. Source: OMol25; level of theory: ωB97M-V/def2-TZVPD.

```
24
C5H12NO2PS3 | OMol25 | ωB97M-V/def2-TZVPD
C 1.107 0.126 0.129
C -0.846 -0.948 2.501
C -0.954 2.532 -0.202
C -0.401 0.466 2.070
C -1.035 1.003 -0.261
N -0.007 0.530 0.650
O 1.054 -1.705 -3.627
O 2.484 -2.424 -1.816
P 1.064 -1.770 -2.032
S 2.378 -0.600 0.866
S 1.288 0.330 -1.626
S -0.479 -2.466 -1.143
H -0.144 -1.728 2.275
H -1.071 -0.792 3.459
H -1.722 -1.215 1.769
H -0.363 2.657 -1.043
H -1.810 3.183 -0.342
H -0.284 2.999 0.592
H -1.108 1.183 2.142
H 0.457 0.687 2.670
H -2.022 0.834 0.185
H -1.000 0.449 -1.130
H 0.187 -1.445 -4.076
H 3.227 -1.886 -2.008
```

* F_max: 6.26 eV/Å
* energy relative to the best compared isomer or geometry (same formula, charge and spin): 0.000 eV
* HOMO level: -0.2942 hartree
* total charge: 0
* energy: -1938.896344 a.u.
* frontier orbital gap: 8.3 eV

Here is what Mulliken gives for the atomic charges, in e:
1 C 0.3912
2 C -1.0091
3 C -1.1173
4 C -0.9786
5 C -1.1354
6 N 0.0577
7 O -0.5181
8 O -0.4517
9 P 0.6630
10 S -0.2623
11 S -0.2694
12 S -0.3108
13 H 0.2710
14 H 0.4783
15 H 0.2066
16 H 0.4087
17 H 0.3554
18 H 0.3166
19 H 0.5456
20 H 0.5085
21 H 0.3492
22 H 0.7789
23 H 0.3653
24 H 0.3568


# 10
A structure of composition C5H12NO3 in a non-equilibrium geometry. Source: OMol25; level of theory: ωB97M-V/def2-TZVPD.

```
21
C5H12NO3 | OMol25 | ωB97M-V/def2-TZVPD
O 3.149 -1.540 1.792
C 3.095 -1.571 0.611
C 1.915 0.025 0.156
C 0.479 -0.535 0.335
C -0.349 -0.137 -0.976
C -1.753 -0.716 -1.078
O -2.581 -0.275 -2.183
N 2.218 1.061 1.108
H -2.564 0.731 -2.108
H 2.195 0.215 -0.935
H -0.121 0.021 1.169
H 0.517 -1.608 0.180
H 0.175 -0.408 -1.988
H -0.282 1.061 -0.957
H -2.387 -0.455 -0.251
H -1.775 -1.784 -1.205
H 2.483 1.826 0.606
H 2.943 0.741 1.684
H -2.606 0.321 1.139
H -2.013 1.812 1.340
O -2.740 1.216 1.561
```

* F_max: 3.50 eV/Å
* energy relative to the best compared isomer or geometry (same formula, charge and spin): 5.785 eV
* HOMO level: -0.0506 hartree
* total charge: -1
* energy: -478.075985 a.u.
* frontier orbital gap: 4.7 eV

Here is what Mulliken gives for the atomic charges, in e:
1 O -0.2963
2 C -0.3677
3 C -0.1955
4 C -0.3842
5 C -0.5603
6 C -0.1168
7 O -0.5505
8 N -0.6682
9 H 0.2852
10 H 0.3452
11 H 0.1518
12 H 0.3090
13 H 0.1928
14 H 0.2335
15 H -0.0555
16 H 0.3184
17 H 0.1754
18 H 0.1955
19 H 0.3354
20 H 0.3331
21 O -0.6803


# 11
A cluster of 2 separate species, C5H12NO3 in total. Source: OMol25; level of theory: ωB97M-V/def2-TZVPD.

```
21
C5H12NO3 | OMol25 | ωB97M-V/def2-TZVPD
O 1.518 2.470 0.602
C 0.493 1.960 0.129
O -0.699 2.144 0.534
C 0.683 0.951 -1.019
C 1.483 -0.287 -0.594
C 1.109 -0.865 0.768
C -0.389 -1.113 0.994
N -1.108 -1.779 -0.098
H -0.284 0.654 -1.415
H 1.239 1.477 -1.799
H 1.378 -1.059 -1.362
H 2.536 -0.026 -0.558
H 1.447 -0.182 1.542
H 1.652 -1.808 0.916
H -0.868 -0.161 1.182
H -0.512 -1.703 1.909
H -0.452 -2.222 -0.733
H -1.607 -1.080 -0.623
H -1.827 1.271 -0.127
H -3.219 0.692 0.232
O -2.570 0.664 -0.481
```

* F_max: 0.69 eV/Å
* energy relative to the best compared isomer or geometry (same formula, charge and spin): 0.356 eV
* HOMO level: -0.1732 hartree
* total charge: -1
* energy: -478.275482 a.u.
* frontier orbital gap: 8.7 eV

Here is what Mulliken gives for the atomic charges, in e:
1 O -0.7465
2 C 0.5021
3 O -0.7996
4 C -0.5454
5 C -0.7002
6 C -0.6515
7 C -0.5854
8 N -0.6875
9 H 0.2302
10 H 0.3943
11 H 0.3366
12 H 0.3489
13 H 0.3772
14 H 0.3542
15 H 0.2225
16 H 0.3480
17 H 0.2719
18 H 0.3979
19 H 0.3881
20 H 0.2598
21 O -0.7157


# 12
A cluster of 2 separate species, C5H12NO4 in total in a non-equilibrium geometry. Source: OMol25; level of theory: ωB97M-V/def2-TZVPD.

```
22
C5H12NO4 | OMol25 | ωB97M-V/def2-TZVPD
C -1.707 -0.241 0.291
C -4.220 -0.624 -0.230
C 5.150 -0.701 -0.049
C -3.048 0.350 0.052
C 3.074 0.469 -0.270
N -0.688 0.598 0.407
O -1.414 -1.463 0.193
O 1.880 0.657 -0.109
O -0.896 1.964 0.383
O 3.769 -0.477 0.207
H -3.877 -1.405 -0.950
H -4.649 -1.110 0.606
H -4.997 -0.084 -0.625
H 5.651 -1.162 0.727
H 5.618 0.235 -0.146
H 5.163 -1.322 -0.960
H -3.206 1.097 0.757
H -3.061 1.041 -0.847
H 3.470 1.319 -0.820
H -2.224 -1.983 0.117
H 0.324 0.431 0.412
H -0.111 2.411 0.855
```

* F_max: 4.77 eV/Å
* energy relative to the best compared isomer or geometry (same formula, charge and spin): 2.201 eV
* HOMO level: -0.5236 hartree
* total charge: +1
* energy: -553.101642 a.u.
* frontier orbital gap: 11.4 eV

Here is what Mulliken gives for the atomic charges, in e:
1 C 0.3781
2 C -1.5141
3 C -0.6334
4 C -0.2314
5 C 0.2542
6 N 0.1528
7 O -0.4114
8 O -0.6199
9 O -0.4216
10 O -0.2777
11 H 0.4174
12 H 0.4036
13 H 0.3814
14 H 0.2553
15 H 0.3555
16 H 0.2743
17 H 0.4782
18 H 0.3242
19 H 0.3253
20 H 0.3597
21 H 0.3508
22 H 0.3988